{"formula": "C30H85FeN5O14S", "method": "wB97M-V/def2-TZVPD", "gap_ev": [3.1, 7.0], "charge": 0, "spin_multiplicity": 7, "s_squared": 12.01, "mol_weight_g_mol": 827.94, "species": ["Fe", "S", "O", "O", "O", "O", "O", "O", "O", "O", "O", "O", "O", "O", "O", "O", "N", "N", "N", "N", "N", "C", "C", "C", "C", "C", "C", "C", "C", "C", "C", "C", "C", "C", "C", "C", "C", "C", "C", "C", "C", "C", "C", "C", "C", "C", "C", "C", "C", "C", "C", "H", "H", "H", "H", "H", "H", "H", "H", "H", "H", "H", "H", "H", "H", "H", "H", "H", "H", "H", "H", "H", "H", "H", "H", "H", "H", "H", "H", "H", "H", "H", "H", "H", "H", "H", "H", "H", "H", "H", "H", "H", "H", "H", "H", "H", "H", "H", "H", "H", "H", "H", "H", "H", "H", "H", "H", "H", "H", "H", "H", "H", "H", "H", "H", "H", "H", "H", "H", "H", "H", "H", "H", "H", "H", "H", "H", "H", "H", "H", "H", "H", "H", "H", "H", "H"], "xyz": [[0.97, 0.95, 2.01], [-0.81, -0.43, 0.63], [-1.46, -4.13, 0.07], [-0.35, -3.28, -2.35], [-0.76, 2.55, -1.50], [-1.10, -1.81, 0.94], [1.41, -0.87, 3.18], [0.64, -0.22, 0.56], [-4.89, -1.75, -6.01], [5.20, 0.86, 3.44], [-2.40, -2.43, 3.20], [-0.82, 0.39, 1.86], [-1.10, 3.05, 3.10], [-1.52, 0.22, -0.41], [4.48, 0.25, -3.28], [-3.84, 0.51, -1.29], [2.09, 2.59, -1.49], [0.77, 2.66, 0.95], [-3.74, 0.66, -4.39], [2.99, 1.00, 1.61], [1.30, 1.71, 3.91], [-0.97, 3.96, 1.97], [0.95, 0.71, 4.90], [-4.35, -1.73, -0.59], [-1.83, -0.69, -4.07], [-2.47, 2.98, 3.55], [-1.75, 3.02, -2.35], [1.77, -2.48, -3.19], [5.85, 0.09, -3.58], [0.51, 3.98, 1.52], [1.32, -2.25, 2.85], [-0.84, -5.04, 0.92], [6.35, 0.80, 4.22], [-1.19, 4.13, -3.20], [-0.78, -6.49, 0.31], [-3.54, -1.58, 3.37], [-4.03, -1.70, -4.90], [5.31, 0.21, 2.18], [1.84, 1.46, -3.65], [0.70, -2.37, -2.06], [3.99, -0.80, 0.27], [4.13, 1.49, -2.65], [2.61, 1.45, -2.27], [0.75, 4.98, 0.37], [-3.05, -0.49, -4.93], [1.66, -0.63, 4.57], [-0.55, 0.58, 5.14], [-5.86, -2.78, -5.90], [-4.50, -0.24, -0.27], [3.89, -0.14, 1.61], [-3.80, -1.53, 4.89], [2.25, 0.72, -4.34], [-1.73, -7.02, 0.44], [-1.14, -1.49, -4.35], [4.76, 1.67, -1.78], [-0.46, -6.46, -0.73], [0.07, 2.62, 0.22], [-2.92, 0.34, -1.08], [-1.27, -4.97, 1.92], [4.34, 2.30, -3.34], [4.56, -0.34, -0.54], [-0.60, -3.54, -1.46], [-4.77, -1.05, 5.00], [-3.30, -0.62, 2.91], [-5.55, 0.04, -0.25], [1.36, 1.11, 5.83], [2.73, -0.69, 4.77], [-5.45, -3.70, -5.47], [3.54, 1.52, 2.28], [1.45, 2.86, 0.23], [-1.36, 4.92, 2.31], [6.08, -0.86, -4.06], [-6.15, -3.11, -6.90], [6.19, 0.85, -4.28], [-4.65, 0.70, -4.82], [-0.96, 1.50, 5.55], [1.17, -2.48, -1.09], [2.22, 2.02, 4.17], [1.17, -1.33, 5.25], [3.03, -1.09, -0.16], [0.36, -1.33, -2.05], [-3.91, 0.37, -3.43], [1.45, -2.38, 1.77], [3.47, -0.89, 2.28], [-3.37, -2.57, -5.00], [2.13, -3.49, -3.38], [-1.94, -2.27, 2.37], [-2.77, -0.30, -5.97], [-0.04, -7.09, 0.83], [-2.10, 2.19, -2.96], [2.56, 3.38, -1.90], [-1.96, 4.37, -3.94], [-4.88, -2.31, 0.17], [1.43, -2.08, -4.14], [-0.70, -0.23, 5.86], [2.67, -1.98, -2.84], [4.47, -1.75, 0.47], [-4.63, -1.73, -3.99], [-3.06, -1.00, 5.49], [0.79, 1.31, -3.41], [1.80, 5.11, 0.09], [6.50, 0.05, -2.70], [-6.71, -2.41, -5.32], [-4.73, -1.92, -1.59], [-1.09, 1.76, -1.07], [2.40, 0.52, -1.75], [-2.10, -0.88, -3.03], [0.41, -2.74, 3.17], [6.67, -0.23, 4.38], [-2.50, 3.42, -1.68], [2.22, -2.69, 3.28], [5.83, 0.83, 1.44], [-2.83, 3.86, 4.07], [-4.37, -2.01, 2.80], [-1.11, 0.27, 4.26], [-1.33, -3.24, 0.40], [-1.26, 0.24, -4.05], [0.17, 4.75, -0.52], [3.31, 1.44, 0.76], [-3.99, -0.01, 0.67], [-3.26, 2.74, 2.84], [-1.58, 3.72, 1.11], [1.92, 2.48, -4.02], [5.86, -0.73, 2.22], [-3.29, -1.96, -0.62], [6.28, 1.20, 5.23], [7.16, 1.33, 3.72], [1.17, 2.66, -1.89], [-2.62, 2.19, 4.30], [-3.90, -2.50, 5.37], [1.15, 4.22, 2.37], [0.82, 2.54, 4.23], [0.18, -4.69, 1.11], [-0.47, 3.72, -3.90], [0.38, 5.95, 0.71], [-0.87, 4.96, -2.57]]}

=====

{"formula": "C20H28NO2", "method": "wB97M-V/def2-TZVPD", "gap_ev": 9.5, "charge": 1, "spin_multiplicity": 1, "smiles": "CC[C@H](C)[NH2+]CCOCCOc1ccccc1-c1ccccc1", "mol_weight_g_mol": 314.45, "species": ["O", "O", "N", "C", "C", "C", "C", "C", "C", "C", "C", "C", "C", "C", "C", "C", "C", "C", "C", "C", "C", "C", "C", "H", "H", "H", "H", "H", "H", "H", "H", "H", "H", "H", "H", "H", "H", "H", "H", "H", "H", "H", "H", "H", "H", "H", "H", "H", "H", "H", "H"], "xyz": [[-0.40, 0.73, 2.83], [-1.29, 1.11, 0.25], [0.74, -0.70, 0.89], [0.15, -1.53, -2.16], [0.23, -2.90, -1.91], [-0.95, -0.79, -1.73], [0.03, -1.48, 1.93], [-1.80, 1.91, 1.30], [2.23, -0.63, 1.00], [-0.79, -3.53, -1.22], [2.84, -1.87, 0.38], [-1.97, -1.45, -1.04], [-1.41, 3.32, -2.70], [2.70, 0.65, 0.31], [-1.88, -2.81, -0.79], [-1.06, 0.64, -2.05], [-1.15, 2.40, -3.69], [2.40, 1.91, 1.12], [-1.49, 2.92, -1.37], [-1.31, 1.59, -1.04], [-0.97, 1.07, -3.37], [-1.76, 1.04, 2.56], [-0.11, -0.59, 3.19], [-2.35, 0.14, 2.39], [-0.86, -1.02, 3.86], [2.69, -1.88, -0.69], [-1.17, 2.80, 1.45], [1.08, -3.46, -2.27], [-1.08, 2.72, -4.72], [-2.19, 1.60, 3.40], [-0.73, -4.60, -1.04], [-2.84, -0.89, -0.73], [-0.95, -1.73, 1.53], [-0.79, 0.34, -4.14], [2.42, -2.78, 0.80], [3.91, -1.89, 0.57], [0.93, -1.04, -2.73], [0.34, 0.26, 0.98], [-2.83, 2.23, 1.09], [0.49, -1.03, -0.06], [2.72, 2.79, 0.58], [3.78, 0.59, 0.15], [1.34, 2.01, 1.34], [-1.56, 4.36, -2.94], [2.94, 1.89, 2.07], [2.23, 0.72, -0.68], [2.48, -0.57, 2.07], [0.56, -2.40, 2.16], [0.84, -0.54, 3.72], [-2.69, -3.31, -0.27], [-1.69, 3.66, -0.61]]}

=====

{"formula": "C39H52FN4NbO5PSb", "method": "wB97M-V/def2-TZVPD", "gap_ev": [5.2, 5.2], "charge": 2, "spin_multiplicity": 1, "mol_weight_g_mol": 921.51, "species": ["Sb", "Nb", "P", "F", "O", "O", "O", "O", "O", "N", "N", "N", "N", "C", "C", "C", "C", "C", "C", "C", "C", "C", "C", "C", "C", "C", "C", "C", "C", "C", "C", "C", "C", "C", "C", "C", "C", "C", "C", "C", "C", "C", "C", "C", "C", "C", "C", "C", "C", "C", "C", "C", "H", "H", "H", "H", "H", "H", "H", "H", "H", "H", "H", "H", "H", "H", "H", "H", "H", "H", "H", "H", "H", "H", "H", "H", "H", "H", "H", "H", "H", "H", "H", "H", "H", "H", "H", "H", "H", "H", "H", "H", "H", "H", "H", "H", "H", "H", "H", "H", "H", "H", "H", "H"], "xyz": [[3.82, -1.26, -1.05], [0.39, -0.32, 0.89], [2.09, 2.57, 2.12], [-2.38, 4.69, -2.54], [-0.98, 0.78, 0.08], [1.75, -1.60, 2.24], [1.65, 1.32, 1.35], [-2.64, -2.53, 1.69], [-0.98, -1.07, 1.96], [3.38, 3.24, 1.37], [2.62, 2.33, 3.71], [0.81, 3.57, 2.23], [-5.10, 0.96, 0.52], [1.82, -4.49, -4.08], [-5.08, 3.09, -0.66], [-7.11, 2.40, 0.48], [-3.05, 1.79, -0.39], [1.15, -3.35, -3.62], [-4.41, -0.14, 1.00], [-6.52, 3.38, -0.53], [2.25, -2.15, -5.42], [-0.74, -4.42, -2.33], [1.33, -2.49, 3.34], [2.65, -4.50, -5.21], [4.31, -3.37, -1.28], [0.31, -3.39, -2.45], [-3.00, 3.88, -1.67], [0.59, -1.64, -0.53], [-2.36, 2.73, -1.27], [4.21, 4.24, 2.04], [-7.34, 0.08, 1.48], [4.91, -0.66, -2.88], [-1.46, -4.38, -1.14], [-2.02, -6.35, -2.97], [-2.41, -5.35, -0.82], [0.88, 4.75, 3.11], [-4.42, 1.97, -0.17], [-3.01, -0.22, 0.95], [-2.73, -6.32, -1.76], [1.36, -2.18, -4.39], [2.88, -3.34, -5.90], [-4.33, 4.08, -1.39], [-6.58, 0.96, 0.42], [0.47, -2.45, -1.47], [-0.96, -5.50, -3.19], [-2.35, 0.82, 0.28], [3.92, 1.67, 3.96], [3.49, 3.23, -0.09], [-2.25, -1.39, 1.54], [1.66, 2.17, 4.88], [-0.45, 3.67, 1.43], [5.21, -0.48, 0.48], [1.13, -1.85, 4.20], [4.37, 2.11, 4.85], [-0.31, -5.56, -4.07], [-2.35, -6.98, -3.76], [5.10, -3.53, -2.04], [-0.12, 4.91, 3.55], [-4.87, 4.96, -1.81], [2.98, 4.11, -0.49], [3.48, -4.02, -1.58], [2.19, -3.12, 3.64], [2.25, 2.40, 5.77], [4.63, 1.84, 3.16], [3.06, 2.34, -0.52], [5.50, -1.57, -3.16], [-7.10, -0.96, 1.31], [-8.18, 2.32, 0.40], [1.18, 5.60, 2.53], [6.03, 0.04, -0.06], [3.22, -5.38, -5.45], [4.62, -3.84, -0.32], [0.46, -3.03, 2.96], [-6.81, 0.52, -0.59], [-6.60, 4.43, -0.23], [2.72, -1.50, 2.22], [-4.92, -0.91, 1.59], [-6.94, 2.80, 1.52], [3.56, -3.31, -6.72], [4.65, 0.17, 1.13], [1.65, -5.44, -3.55], [0.92, -1.23, -4.08], [-1.28, 3.55, 2.17], [5.56, -1.32, 1.04], [3.99, 4.40, 3.12], [4.24, -0.28, -3.68], [-2.98, -5.28, 0.12], [5.23, 3.83, 2.05], [4.15, 5.20, 1.52], [-6.96, 3.29, -1.55], [3.84, 0.59, 4.11], [0.80, 2.77, 4.69], [-0.46, 4.69, 0.94], [-0.55, 2.89, 0.69], [-3.59, -7.00, -1.71], [-1.28, -3.53, -0.44], [1.64, 4.66, 3.91], [-1.37, 2.38, -1.61], [-8.43, 0.21, 1.31], [-7.20, 0.34, 2.52], [2.40, -1.22, -5.97], [1.32, 1.12, 4.97], [5.58, 0.14, -2.60], [4.57, 3.26, -0.33]]}

=====

{"formula": "C3H9NOS", "method": "wB97M-V/def2-TZVPD", "gap_ev": 10.6, "charge": 0, "spin_multiplicity": 1, "smiles": "CC(C)[S@H](=N)=O", "mol_weight_g_mol": 107.18, "species": ["S", "O", "N", "C", "C", "C", "H", "H", "H", "H", "H", "H", "H", "H", "H"], "xyz": [[0.72, 0.01, -1.25], [0.60, 1.45, -1.21], [1.93, -0.75, -1.67], [0.42, 0.32, 1.49], [-0.27, -0.42, 0.38], [-1.60, 0.12, 0.05], [-0.27, 0.30, 2.31], [1.31, -0.17, 1.74], [-2.38, -0.03, 0.81], [-1.94, -0.28, -0.93], [-1.42, 1.06, -0.03], [-0.14, -1.65, 0.49], [0.62, 1.35, 1.01], [-0.23, -0.56, -2.15], [2.64, -0.73, -1.04]]}

=====

{"formula": "C5H13NO2", "method": "wB97M-V/def2-TZVPD", "gap_ev": 8.1, "charge": 0, "spin_multiplicity": 1, "smiles": "C=C/C=C/NC.O.O", "mol_weight_g_mol": 119.16, "species": ["O", "O", "N", "C", "C", "C", "C", "C", "H", "H", "H", "H", "H", "H", "H", "H", "H", "H", "H", "H", "H"], "xyz": [[1.38, -0.79, 2.19], [2.14, 1.70, 0.87], [0.06, -0.53, -2.23], [-0.27, -0.51, -0.89], [0.27, -1.82, -2.88], [-1.52, 0.41, 1.05], [-1.13, 0.36, -0.35], [-2.08, 1.44, 1.68], [-0.52, -2.00, -3.60], [1.19, -1.82, -3.42], [0.83, -0.19, 2.70], [2.36, 1.09, 1.58], [0.30, -1.19, -0.25], [-0.37, 0.16, -2.82], [-1.61, 1.13, -0.96], [1.43, -1.64, 2.64], [-2.31, 1.41, 2.73], [0.30, -2.62, -2.15], [1.72, 1.10, 0.24], [-1.29, -0.50, 1.58], [-2.39, 2.27, 1.05]]}

=====

{"formula": "C19H60AgN15O10", "method": "wB97M-V/def2-TZVPD", "gap_ev": 7.6, "charge": 0, "spin_multiplicity": 1, "mol_weight_g_mol": 766.65, "species": ["Ag", "O", "O", "O", "O", "O", "O", "O", "O", "O", "O", "N", "N", "N", "N", "N", "N", "N", "N", "N", "N", "N", "N", "N", "N", "N", "C", "C", "C", "C", "C", "C", "C", "C", "C", "C", "C", "C", "C", "C", "C", "C", "C", "C", "C", "H", "H", "H", "H", "H", "H", "H", "H", "H", "H", "H", "H", "H", "H", "H", "H", "H", "H", "H", "H", "H", "H", "H", "H", "H", "H", "H", "H", "H", "H", "H", "H", "H", "H", "H", "H", "H", "H", "H", "H", "H", "H", "H", "H", "H", "H", "H", "H", "H", "H", "H", "H", "H", "H", "H", "H", "H", "H", "H", "H"], "xyz": [[-0.15, 0.22, 1.33], [-3.03, -4.41, 2.70], [-1.53, 2.39, 1.21], [-1.09, -1.89, 2.21], [1.32, 5.53, 3.74], [1.46, 1.57, 0.23], [2.72, -0.39, -2.34], [2.38, -5.06, -1.51], [2.00, -1.13, 1.59], [2.59, 4.05, -5.71], [-0.27, -1.04, -0.69], [-1.69, 0.51, -1.30], [2.39, -3.42, 0.10], [-0.48, 4.20, 4.02], [1.10, -3.29, -1.58], [0.63, 3.36, -0.85], [4.11, -0.08, -3.95], [0.68, 1.56, -5.69], [0.36, 4.37, 2.10], [2.73, 2.72, -1.33], [2.12, -0.88, -4.35], [-3.89, -2.02, 1.03], [3.46, 0.52, 1.80], [0.02, 0.44, 3.82], [-1.54, -1.40, -2.44], [3.99, -1.32, 2.61], [-1.58, -1.44, 3.55], [1.75, 3.58, -4.63], [-4.05, -3.42, 0.66], [-0.60, 2.73, -4.06], [1.96, -4.03, -0.99], [0.39, 4.80, 3.37], [-3.14, -5.24, 3.81], [-0.99, -0.52, 5.87], [3.06, -0.66, 2.04], [-2.86, 2.28, 1.69], [1.98, 5.25, -6.27], [-1.07, -0.65, -1.48], [-2.94, -3.76, -0.30], [-4.17, -4.35, 1.92], [-0.47, -0.78, 4.45], [-0.22, -3.05, 2.24], [0.44, 2.88, -5.15], [1.60, 2.48, -0.63], [3.01, -0.54, -3.47], [-3.01, 2.80, 2.64], [-2.47, -0.81, 3.50], [0.87, 4.80, 1.34], [1.30, -1.22, -3.88], [3.87, -2.33, 2.59], [-0.08, 3.45, -5.91], [2.34, -1.15, -5.30], [2.45, 2.88, -4.19], [-0.75, -4.00, 2.36], [-3.57, -4.71, 4.66], [-2.35, -1.09, -2.96], [0.92, 4.09, -1.49], [-3.06, 1.21, 1.81], [-1.07, -2.28, -2.57], [-0.64, 4.41, 5.00], [0.86, -3.50, -2.54], [-4.39, -5.32, 1.48], [4.72, -0.90, 3.15], [-0.31, 3.15, -0.57], [1.09, 1.01, -4.95], [-2.06, -0.29, 5.93], [1.26, 5.10, -7.07], [-3.66, 2.72, 1.09], [2.81, 3.64, -1.74], [0.08, -2.93, 1.20], [-1.90, -3.72, 0.03], [1.67, 5.88, -5.43], [-2.13, -2.29, 3.95], [-3.03, -3.19, -1.22], [4.74, 0.02, -3.17], [-1.55, 2.39, -4.46], [-4.99, -3.99, 2.53], [4.41, -0.01, -4.91], [1.54, 4.34, -3.87], [-1.49, 1.02, -0.45], [-3.08, -4.81, -0.58], [4.13, 0.86, 2.48], [-4.99, -3.42, 0.11], [-0.76, 1.08, 3.94], [2.78, 5.89, -6.66], [-0.53, 0.43, 6.16], [-0.74, -1.29, 6.60], [-0.33, 2.08, -3.24], [2.84, 1.15, 1.33], [-3.40, -1.53, 0.30], [3.50, 2.09, -1.15], [-2.50, 0.80, -1.84], [0.87, -2.40, -1.15], [-2.12, -5.45, 4.13], [3.23, -3.81, 0.49], [0.69, -3.08, 2.84], [1.47, 1.65, -6.30], [-3.63, -6.21, 3.65], [-3.36, -2.10, 1.89], [0.71, 0.89, 4.41], [-0.71, 3.75, -3.69], [-1.24, 3.77, 3.52], [2.09, -2.49, 0.36], [-0.28, 3.65, 1.82], [0.44, -1.36, 4.61]]}